Density functional theory data (the ωB97M-V functional and the def2-TZVPD basis) for a structure of composition C74H171AsF6N2O4P4 in a non-equilibrium geometry.

```
262
Properties=species:S:1:pos:R:3
C -2.1079 2.5566 -4.0890
C -2.0114 1.4527 -5.1671
C -2.5384 1.9524 -6.4664
O -2.7155 0.8140 -7.3128
C -3.8586 0.8987 -8.1267
N -0.6547 0.9468 -5.3092
H -0.0013 1.6963 -5.5116
H -0.3913 0.6198 -4.3680
H 0.0842 -0.2559 -6.3464
H -3.1128 2.9916 -4.0625
H -1.3407 3.3295 -4.1834
H -1.9554 2.0912 -3.1096
H -2.5994 0.5594 -4.9292
H -1.9120 2.7031 -6.9749
H -3.5000 2.4710 -6.3460
H -4.7807 0.7440 -7.5342
H -3.7395 0.1017 -8.8589
H -3.8610 1.8440 -8.6766
C -0.6378 1.0885 2.9020
C -1.1171 2.4932 3.1107
C -1.7316 3.1000 1.9011
O -2.2180 4.3824 2.2291
C -2.6910 5.1321 1.1092
N -2.1657 2.5505 4.2221
H -2.3986 3.5458 4.3872
H -3.0217 2.0753 3.9128
H -1.8693 2.1181 5.1124
H 0.1667 1.2130 2.1842
H -1.4100 0.4969 2.3996
H -0.2589 0.6387 3.8142
H -0.4490 3.1832 3.5828
H -2.5406 2.4566 1.5140
H -0.9749 3.1455 1.1039
H -2.8609 6.1168 1.4896
H -3.6567 4.7512 0.7642
H -2.0663 5.0740 0.2191
C -11.1136 -0.5624 -0.3157
C -9.8764 -1.0979 0.3969
C -8.6390 -0.9405 -0.4643
C -7.4966 -1.7472 0.1556
P -5.8783 -1.7577 -0.7059
C -4.9616 -0.2740 -0.2626
C -5.6456 1.0689 -0.3606
C -5.9126 1.5380 -1.8086
C -6.5453 2.9254 -1.8676
C -6.1433 -2.0190 -2.4287
C -4.9415 -1.9944 -3.3637
C -5.2971 -2.3160 -4.8231
C -6.2591 -1.3078 -5.5220
C -4.9331 -3.1800 -0.1238
C -4.7482 -3.3655 1.4058
C -5.8531 -4.1915 2.0777
C -5.5343 -5.7122 2.0917
H -11.1180 0.5116 -0.5389
H -12.0407 -0.6634 0.2455
H -11.2487 -1.0728 -1.2683
H -10.1035 -2.1346 0.6607
H -9.7988 -0.5405 1.3316
H -8.3014 0.0844 -0.6311
H -8.8921 -1.3466 -1.4506
H -7.7611 -2.8054 0.1466
H -7.1821 -1.3989 1.1484
H -4.0680 -0.2298 -0.9060
H -4.5679 -0.4108 0.7594
H -5.0328 1.8828 0.0759
H -6.5896 1.1785 0.1970
H -6.6210 0.9514 -2.3985
H -4.9331 1.5216 -2.3044
H -7.6026 2.9005 -1.6544
H -6.3174 3.4239 -2.8060
H -6.0775 3.5975 -1.1263
H -6.8351 -1.2128 -2.6653
H -6.7042 -2.9524 -2.5438
H -4.1254 -2.6919 -3.1571
H -4.5117 -0.9916 -3.3987
H -5.7389 -3.3132 -4.8641
H -4.4259 -2.4317 -5.4610
H -7.2455 -1.3197 -5.0570
H -6.4014 -1.6262 -6.5593
H -5.8787 -0.2778 -5.5474
H -3.9197 -3.1807 -0.5349
H -5.2836 -4.1053 -0.5753
H -4.6258 -2.3605 1.8864
H -3.7547 -3.7571 1.6298
H -6.8227 -3.9261 1.6629
H -5.9701 -3.9028 3.1392
H -6.4010 -6.2594 2.4400
H -4.6292 -5.9847 2.6253
H -5.3969 -6.0293 1.0545
C -5.1005 2.2492 6.7947
C -4.5940 1.0224 7.5945
C -4.1373 -0.1461 6.6462
C -3.7060 -1.3557 7.4867
P -3.1945 -2.8603 6.6454
C -1.8804 -2.4584 5.4086
C -1.4305 -3.7057 4.6327
C -0.1761 -3.4243 3.8201
C -0.3520 -3.0223 2.3514
C -2.6251 -4.0405 7.8630
C -1.5642 -3.5296 8.8251
C -1.2661 -4.5152 9.9784
C -0.5585 -5.7731 9.5645
C -4.6249 -3.5370 5.7677
C -5.9471 -3.7573 6.5745
C -6.9491 -2.5645 6.5047
C -7.3167 -2.1348 5.1183
H -4.2935 2.6437 6.1550
H -5.3163 2.9877 7.5463
H -5.9596 2.0454 6.1597
H -5.4613 0.6896 8.1843
H -3.8641 1.1768 8.3988
H -3.3958 0.2789 5.9603
H -5.0280 -0.4550 6.1090
H -4.5647 -1.6882 8.0866
H -2.8562 -1.1199 8.1121
H -1.1621 -1.9246 6.0448
H -2.3884 -1.7184 4.7766
H -2.2681 -4.0585 4.0296
H -1.2083 -4.5365 5.3068
H 0.4298 -4.3307 3.9365
H 0.3959 -2.6439 4.3196
H -0.8595 -3.7921 1.7776
H 0.6344 -2.8763 1.9089
H -0.9060 -2.0816 2.2121
H -2.3039 -4.9690 7.3533
H -3.4650 -4.4195 8.4569
H -1.9668 -2.6455 9.3049
H -0.6025 -3.3039 8.3607
H -2.1679 -4.8488 10.4891
H -0.7291 -4.0324 10.8014
H -1.1042 -6.4110 8.8657
H -0.3630 -6.4399 10.3991
H 0.4084 -5.5475 9.1245
H -4.2883 -4.4855 5.3340
H -4.8612 -2.8176 4.9569
H -5.8083 -4.0987 7.6096
H -6.4524 -4.6282 6.1379
H -6.5728 -1.7965 7.1849
H -7.8472 -2.9311 7.0046
H -6.5148 -1.5818 4.6250
H -8.1579 -1.4474 5.1606
H -7.6588 -3.0227 4.5781
C 10.5042 3.9447 -1.4466
C 9.2909 3.1851 -0.8460
C 7.9921 3.4192 -1.5768
C 7.5134 4.8866 -1.6333
P 5.9385 5.0003 -2.5452
C 4.7683 3.9791 -1.6582
C 3.2773 4.1615 -2.0179
C 2.3359 3.0933 -1.5108
C 2.0936 3.1463 -0.0012
C 5.3468 6.7724 -2.5386
C 4.6939 7.1461 -3.8932
C 4.2229 8.6177 -3.9196
C 5.3503 9.6187 -3.9441
C 6.1106 4.3349 -4.1939
C 7.0469 4.9868 -5.2574
C 8.3798 4.2730 -5.4239
C 9.2549 4.9084 -6.5207
H 11.4663 3.5969 -1.0608
H 10.4642 5.0191 -1.2283
H 10.5855 3.8547 -2.5386
H 9.2864 3.4557 0.2170
H 9.5885 2.1375 -0.8402
H 7.2711 2.7300 -1.1072
H 8.0982 3.0578 -2.6091
H 8.2121 5.4215 -2.2863
H 7.4229 5.3644 -0.6584
H 4.8294 4.1869 -0.5769
H 5.1752 2.9577 -1.7273
H 3.2515 4.2222 -3.1123
H 2.8846 5.1237 -1.6554
H 2.6594 2.1194 -1.8881
H 1.3537 3.2471 -1.9557
H 2.9987 2.9375 0.5742
H 1.4138 2.3551 0.3361
H 1.6968 4.0984 0.3467
H 6.1869 7.4079 -2.2301
H 4.5461 6.7854 -1.8015
H 3.7722 6.5583 -3.9848
H 5.3483 6.9008 -4.7279
H 3.5940 8.7539 -3.0306
H 3.5431 8.8403 -4.7354
H 6.2835 9.1565 -3.6045
H 5.1440 10.3726 -3.1793
H 5.5222 10.1192 -4.8862
H 5.0764 4.3605 -4.5575
H 6.2004 3.2356 -4.1745
H 7.2821 6.0199 -4.9676
H 6.5123 5.1186 -6.2047
H 8.1683 3.1921 -5.5258
H 8.9749 4.3039 -4.4929
H 9.4324 5.9815 -6.3718
H 8.8381 4.7803 -7.5256
H 10.2493 4.4620 -6.5114
C 1.4514 -5.0066 -2.8301
C 1.4763 -4.7982 -1.3162
C 2.8223 -4.1425 -0.8871
C 2.9821 -2.6813 -1.3749
P 4.5068 -2.0187 -0.6146
C 4.8337 -0.3306 -1.1458
C 5.5125 -0.0967 -2.5035
C 7.0068 -0.1106 -2.4621
C 7.7373 0.0109 -3.8184
C 5.8362 -3.1425 -0.9627
C 7.0084 -3.0147 0.0078
C 8.3037 -3.6642 -0.5517
C 8.4028 -5.1917 -0.5145
C 4.2928 -1.9181 1.2212
C 3.1901 -0.9709 1.7237
C 3.0804 -0.9404 3.2383
C 4.3467 -0.4703 3.9638
H 2.3504 -5.4780 -3.2371
H 1.2115 -4.0627 -3.3077
H 0.5648 -5.6091 -3.0345
H 1.4714 -5.7110 -0.7137
H 0.6470 -4.1425 -1.0200
H 3.6444 -4.8271 -1.0944
H 2.7129 -4.1639 0.2117
H 2.1668 -2.0641 -0.9969
H 3.0187 -2.6349 -2.4613
H 5.3929 0.2896 -0.4442
H 3.8707 0.1918 -1.1206
H 5.2622 0.8705 -2.9504
H 5.1421 -0.8177 -3.2432
H 7.3207 -1.0538 -1.9942
H 7.2884 0.6787 -1.7428
H 7.6430 1.0424 -4.1904
H 7.3152 -0.6542 -4.5696
H 8.8186 -0.1950 -3.7885
H 6.0833 -3.0120 -2.0210
H 5.5220 -4.1764 -0.8695
H 6.8188 -3.4725 0.9815
H 7.3304 -1.9975 0.1977
H 9.1939 -3.4023 0.0099
H 8.5275 -3.3699 -1.5872
H 9.3578 -5.5511 -0.9027
H 7.5694 -5.6600 -1.0511
H 8.3216 -5.6688 0.4747
H 5.2837 -1.5426 1.5393
H 4.2057 -2.9687 1.5183
H 2.2613 -1.3224 1.2778
H 3.3089 0.0432 1.3232
H 2.8688 -1.9607 3.6117
H 2.1484 -0.4024 3.4732
H 4.0943 -0.0434 4.9244
H 4.8212 0.3870 3.4340
H 5.0664 -1.2755 4.0116
As -0.5302 -0.2050 -1.2692
F -1.5362 -0.5513 0.0677
F 0.8239 -0.0972 -0.2026
F 0.4818 0.2034 -2.5223
F -1.8384 -0.2629 -2.3176
F -0.8265 1.5154 -0.9358
F -0.2043 -1.8383 -1.4937
C 1.1951 -2.4090 -5.5016
C 1.1557 -1.8249 -6.8883
O 1.7386 -2.4184 -7.7410
O 0.5396 -0.6862 -7.0798
H 2.2174 -2.5780 -5.1904
H 0.6741 -3.3650 -5.4588
H 0.7940 -1.8547 -4.6476
```

Summary:
- electronic energy (eV) = -204955.661
- total charge = +4
- molar mass (g mol⁻¹) = 1466.00
- LUMO energy (eV) = -7.8292
- HOMO (eV) = -14.64
- orbital gap (Eh) = 0.25017